Entry 1:
DFT (ωB97M-V with the def2-TZVPD basis set) results for 3 unconnected molecules or ions with the total composition C11H21NO9S3.

Structure (XYZ):
```
45
Properties=species:S:1:pos:R:3:nbo_charge:R:1
O 5.290 -1.089 -2.598 -0.537
C 4.650 -0.360 -1.905 0.703
C 3.998 0.991 -2.367 -0.525
C 2.871 1.049 -1.332 -0.228
C 1.907 2.241 -1.287 -0.400
C 0.662 1.924 -2.151 -0.398
C -0.330 0.971 -1.443 -0.516
S -0.441 -0.710 -2.163 -0.051
C 3.701 0.677 -0.091 -0.227
N 4.312 -0.613 -0.529 -0.648
H 3.696 0.792 -3.396 0.237
H 4.722 1.799 -2.228 0.226
H 2.248 0.169 -1.546 0.189
H 2.341 3.149 -1.718 0.208
H 1.565 2.386 -0.258 0.210
H 0.138 2.860 -2.365 0.211
H 0.970 1.451 -3.088 0.205
H -1.332 1.382 -1.575 0.232
H -0.133 0.848 -0.380 0.215
H 0.735 -0.843 -2.798 0.108
H 4.566 1.351 -0.163 0.181
H 3.231 0.678 0.889 0.226
H 3.521 -1.260 -0.536 0.375
O -2.269 -1.780 1.101 -0.881
S -3.067 -2.331 0.071 2.547
O -3.812 -1.518 -0.819 -0.897
O -4.050 -3.431 0.720 -0.690
C -3.848 -4.702 0.095 -0.098
C -2.400 -4.687 -0.347 -0.101
O -2.176 -3.348 -0.796 -0.680
H -4.524 -4.776 -0.759 0.190
H -4.061 -5.504 0.796 0.209
H -2.200 -5.394 -1.148 0.212
H -1.726 -4.884 0.490 0.192
O -1.885 0.348 1.391 -0.873
S -1.078 0.953 2.381 2.543
O 0.275 0.570 2.581 -0.904
O -1.857 0.885 3.781 -0.683
C -2.027 2.200 4.320 -0.098
C -2.080 3.110 3.112 -0.102
O -1.119 2.556 2.207 -0.691
H -1.164 2.426 4.951 0.192
H -2.934 2.247 4.918 0.212
H -1.827 4.139 3.352 0.212
H -3.060 3.078 2.631 0.194
```

orbital gap = 9.1386 eV

=====

Entry 2:
DFT (ωB97M-V with the def2-TZVPD basis set) results for 3 unconnected molecules or ions with the total composition C19H28F5N2O4PS2.

Structure (XYZ):
```
61
Properties=species:S:1:pos:R:3:nbo_charge:R:1
C 3.278 2.004 0.232 -0.746
C 2.674 1.068 -0.868 0.709
O 2.043 1.585 -1.759 -0.537
N 2.854 -0.377 -0.921 -0.694
C 2.338 -1.017 0.330 -0.259
C 1.034 -1.840 0.016 -0.398
C -0.319 -1.044 0.347 -0.442
C -0.471 -1.043 1.909 -0.742
P -1.950 -0.130 2.608 0.908
N -1.681 1.644 2.575 -0.818
C -0.957 1.978 1.632 0.866
O -0.366 2.382 0.733 -0.472
C -3.486 -0.416 1.487 0.438
F -4.535 -0.650 2.415 -0.356
F -3.396 -1.582 0.740 -0.333
C -3.921 0.827 0.675 -0.112
C -4.546 2.001 1.331 -0.162
C -4.989 3.182 0.620 -0.227
C -4.882 3.266 -0.834 -0.178
C -4.269 2.121 -1.518 -0.142
C -4.176 2.205 -3.067 0.980
F -2.894 2.007 -3.501 -0.327
F -4.950 1.163 -3.580 -0.338
F -4.729 3.354 -3.583 -0.322
C -3.794 0.930 -0.790 -0.174
H 3.454 1.503 1.218 0.221
H 2.533 2.830 0.416 0.245
H 4.243 2.475 -0.097 0.242
H 3.852 -0.597 -0.973 0.378
H 3.165 -1.648 0.770 0.254
H 2.079 -0.270 1.132 0.169
H 1.015 -2.300 -1.005 0.236
H 1.028 -2.714 0.743 0.177
H -0.192 -0.037 -0.126 0.216
H -1.119 -1.584 -0.213 0.253
H -0.571 -2.115 2.246 0.252
H 0.436 -0.643 2.453 0.243
H -4.640 1.918 2.446 0.236
H -5.418 4.015 1.226 0.230
H -5.264 4.173 -1.345 0.244
H -3.364 0.098 -1.395 0.265
C 6.083 -2.464 4.271 -0.829
S 4.916 -3.058 3.033 1.255
O 4.609 -1.914 2.125 -0.996
C 3.520 -3.241 4.158 -0.831
H 7.027 -2.246 3.774 0.243
H 5.700 -1.556 4.738 0.232
H 6.240 -3.238 5.024 0.231
H 3.296 -2.284 4.632 0.231
H 3.758 -3.990 4.914 0.232
H 2.655 -3.572 3.582 0.243
C 0.358 -1.123 -5.140 -0.831
S 0.029 -0.369 -3.535 1.276
O -1.019 -1.196 -2.861 -1.009
C -0.780 1.105 -4.178 -0.823
H 0.834 -2.088 -4.974 0.235
H -0.577 -1.267 -5.683 0.225
H 1.030 -0.481 -5.711 0.227
H -1.645 0.823 -4.781 0.227
H -0.071 1.675 -4.779 0.227
H -1.108 1.712 -3.335 0.252
```

orbital gap = 8.7137 eV

=====

Entry 3:
DFT (ωB97M-V with the def2-TZVPD basis set) results for a molecular structure, C37H24Br2N5O3TaTe.

Structure (XYZ):
```
73
Properties=species:S:1:pos:R:3:lowdin_charge:R:1
Ta -0.584 0.565 0.818 1.300
O -4.311 -1.704 -0.179 0.074
C -4.438 -2.407 0.962 -0.252
C -5.627 -3.117 1.133 -0.013
C -5.842 -3.857 2.275 -0.079
C -4.875 -3.908 3.280 -0.092
C -3.697 -3.215 3.115 -0.028
C -3.451 -2.460 1.962 -0.074
C -2.177 -1.737 1.821 -0.431
O -1.999 -0.991 0.761 -0.283
N -1.273 -1.865 2.746 0.075
N -0.160 -1.107 2.461 -0.131
C 0.800 -1.245 3.295 -0.071
C 2.091 -0.593 3.083 -0.279
C 3.021 -0.475 4.108 -0.014
C 4.235 0.129 3.830 -0.060
C 4.484 0.577 2.543 -0.055
C 3.493 0.413 1.585 -0.136
N 2.324 -0.154 1.846 0.072
H -3.466 -1.217 -0.139 0.074
H -6.368 -3.059 0.348 0.118
H -6.773 -4.397 2.391 0.103
H -5.049 -4.484 4.178 0.098
H -2.930 -3.236 3.876 0.107
H 0.642 -1.873 4.167 0.136
H 2.786 -0.841 5.099 0.117
H 4.980 0.246 4.606 0.112
H 5.421 1.046 2.282 0.110
H 3.643 0.747 0.564 0.123
Br 1.912 3.217 3.007 0.793
C 2.217 3.571 1.181 -0.581
C 3.037 4.668 0.851 -0.169
C 3.288 4.977 -0.449 -0.619
Br 4.381 6.479 -0.830 0.778
C 2.745 4.201 -1.504 -0.184
C 2.945 4.457 -2.878 -0.036
C 2.368 3.638 -3.802 -0.043
C 1.598 2.546 -3.357 -0.121
N 1.389 2.273 -2.097 0.151
C 1.938 3.090 -1.165 -0.135
C 1.658 2.781 0.209 -0.352
O 0.875 1.750 0.452 -0.344
H 3.453 5.266 1.649 0.094
H 3.548 5.302 -3.178 0.078
H 2.496 3.812 -4.862 0.105
H 1.136 1.877 -4.077 0.108
C -2.682 3.343 -2.030 -0.077
C -2.498 2.728 -3.259 -0.080
C -1.918 1.473 -3.305 -0.054
C -1.502 0.847 -2.132 -0.218
C -1.655 1.453 -0.874 -0.250
C -2.273 2.709 -0.865 -0.135
C -0.852 -0.475 -2.194 -0.216
C -1.064 -1.336 -3.303 0.011
C -0.508 -2.572 -3.317 0.010
C 0.303 -2.984 -2.237 -0.152
C 0.916 -4.255 -2.192 -0.032
C 1.694 -4.613 -1.129 -0.075
C 1.895 -3.699 -0.076 -0.058
C 1.309 -2.464 -0.095 -0.016
C 0.485 -2.078 -1.171 -0.183
N -0.116 -0.842 -1.160 0.082
H -3.147 4.319 -1.975 0.103
H -2.808 3.219 -4.172 0.102
H -1.768 1.004 -4.269 0.100
H -2.431 3.211 0.080 0.027
H -1.712 -1.015 -4.103 0.107
H -0.686 -3.255 -4.139 0.123
H 0.754 -4.937 -3.019 0.114
H 2.161 -5.589 -1.096 0.104
H 2.527 -3.975 0.759 0.107
H 1.496 -1.755 0.693 0.056
Te -1.808 1.850 2.610 0.358
```

orbital gap = 6.5258 eV

=====

Entry 4:
DFT (ωB97M-V with the def2-TZVPD basis set) results for a single C4H6S4 molecule.

Structure (XYZ):
```
14
Properties=species:S:1:pos:R:3:nbo_charge:R:1
S -2.629 0.952 0.192 0.049
C -0.955 0.569 -0.300 -0.153
C 0.174 1.158 -0.108 -0.231
C 1.455 0.456 -0.333 -0.502
S 2.525 0.363 1.125 -0.006
S 0.963 -1.064 -1.230 0.247
C -0.734 -0.904 -0.574 -0.517
S -0.956 -1.893 0.917 -0.011
H -2.626 2.183 0.617 0.135
H 0.413 2.239 -0.036 0.230
H 2.164 1.028 -1.021 0.245
H 1.962 -0.784 1.551 0.139
H -1.387 -1.283 -1.373 0.244
H -0.369 -3.019 0.573 0.130
```

orbital gap = 9.3770 eV

=====

Entry 5:
DFT (ωB97M-V with the def2-TZVPD basis set) results for 2 unconnected molecules or ions with the total composition C2H4N2O2.

Structure (XYZ):
```
10
Properties=species:S:1:pos:R:3:nbo_charge:R:1
C 0.337 0.150 0.102 -0.026
C 1.066 0.632 1.318 -0.656
N 0.605 0.272 -1.081 -0.234
N -1.473 -0.818 -1.820 0.566
O -1.710 -0.903 -2.967 -0.260
O -1.952 -1.130 -0.787 -0.304
H -0.596 -0.415 0.376 0.220
H 0.356 1.065 2.021 0.230
H 1.817 1.365 1.039 0.229
H 1.549 -0.218 1.799 0.236
```

orbital gap (spin up / spin down) = 8.5637 / 9.4544 eV

=====

Entry 6:
DFT (ωB97M-V with the def2-TZVPD basis set) results for a single C8H16O3S molecule.

Structure (XYZ):
```
28
Properties=species:S:1:pos:R:3:nbo_charge:R:1
C 3.432 -1.800 0.259 -0.720
S 3.339 -0.259 -0.810 0.469
O 1.739 0.146 -0.867 -0.739
C 1.253 1.059 0.340 0.782
O 1.466 2.392 0.059 -0.702
O 1.827 0.726 1.505 -0.702
C -0.288 0.704 0.351 -0.250
C -0.850 1.226 -0.935 -0.429
C -2.361 1.063 -0.827 -0.400
C -2.719 -0.412 -0.779 -0.402
C -2.089 -1.037 0.507 -0.392
C -0.576 -0.799 0.502 -0.407
H 4.453 -2.032 0.298 0.228
H 2.923 -2.588 -0.136 0.207
H 2.948 -1.530 1.241 0.183
H 2.454 2.592 0.185 0.496
H 1.687 -0.252 1.582 0.485
H -0.631 1.301 1.347 0.217
H -0.467 0.609 -1.714 0.222
H -0.600 2.325 -1.037 0.234
H -2.899 1.630 -1.617 0.207
H -2.821 1.549 0.021 0.202
H -3.739 -0.526 -0.804 0.210
H -2.407 -1.045 -1.613 0.196
H -2.450 -0.488 1.464 0.184
H -2.391 -2.061 0.648 0.215
H 0.128 -1.277 1.356 0.188
H -0.358 -1.214 -0.527 0.217
```

orbital gap = 9.2194 eV